1.
The following is a quantum chemistry calculation of 2 unconnected molecules or ions with the total composition C4H10N2O2 in a non-equilibrium geometry, from the Open Molecules 2025 dataset.

The calculation puts the max |F| at 0.1368 Eh/bohr. Its total charge is 0. As for the frontier orbital gap: 9.6 eV. Its molecular weight is 118.14 g mol⁻¹. For the LUMO energy, the calculation gives 0.642 eV. As for the calculated total energy: -11385.508 eV. The structure (SMILES) is CC(N)=O.CC(N)=O.

Last column: natural (NBO) charge in e.
CARTESIAN COORDINATES (ANGSTROEM)
O  -1.0612  0.3536  1.0259  -0.64
O  0.0398  -2.0565  -1.6807  -0.61
N  -1.4338  1.2957  3.1012  -0.82
N  0.1763  0.2292  -1.5506  -0.82
C  0.4275  -0.9958  -2.0545  0.68
C  0.9019  1.1651  2.2486  -0.72
C  -0.6761  0.8514  2.0773  0.71
C  1.3251  -1.1056  -3.3141  -0.72
H  0.5192  1.0241  -1.8193  0.38
H  2.2596  -0.4893  -3.1112  0.20
H  1.7503  -2.1329  -3.3410  0.23
H  1.1831  2.0094  1.6530  0.23
H  -1.0678  1.4095  4.0657  0.41
H  1.2988  0.1462  1.9700  0.24
H  -0.4850  0.1850  -0.8012  0.43
H  -2.3692  0.9191  2.9852  0.40
H  0.8652  -0.9165  -4.2785  0.23
H  1.1488  1.3033  3.3171  0.20

Cartesian forces (eV/Å) of the 6 atoms listed first:
-0.58 0.48 1.55
-1.69 -1.33 2.12
-0.92 -0.74 0.52
-2.87 -6.04 2.18
2.03 0.49 -3.54
-2.10 -2.77 1.01

***

2.
The following is a quantum chemistry calculation of a molecular structure, C4H4N2 in a non-equilibrium geometry, from the Open Molecules 2025 dataset.

The calculation puts the max |F| at 0.0222 Eh/bohr. Its total charge is 0. As for the frontier orbital gap (spin up / spin down): 6.2 / 6.2 eV. Its molecular weight is 80.09 g mol⁻¹. For the LUMO energy (spin up / spin down), the calculation gives -1.852 / -1.849 eV. As for the calculated total energy: -7186.539 eV.

Last column: natural (NBO) charge in e.
CARTESIAN COORDINATES (ANGSTROEM)
N  -0.3366  -1.1397  -0.3483  -0.69
N  -1.1919  2.8027  -0.4266  -0.21
C  0.6522  -0.2080  0.1711  -0.17
C  1.9794  0.0050  0.1304  -0.30
C  -0.8632  1.8064  0.0676  0.20
C  -0.4875  0.5308  0.6092  -0.01
H  2.4943  -0.8718  -0.3030  0.14
H  -1.1306  0.1534  1.4011  0.23
H  -0.4303  -2.0984  -0.0168  0.40
H  -0.6858  -0.9803  -1.2848  0.40

Cartesian forces (eV/Å) of the 6 atoms listed first:
-0.01 -0.24 -0.24
0.31 -0.98 0.50
0.30 0.22 0.08
-0.47 -0.28 -0.09
-0.27 0.81 -0.47
-0.04 0.10 0.11

***

3.
The following is a quantum chemistry calculation of C6H12N2OS in the gas phase in a non-equilibrium geometry, from the Open Molecules 2025 dataset.

The calculation puts the max |F| at 0.0835 Eh/bohr. Its total charge is 0. As for the frontier orbital gap: 9.1 eV. Its molecular weight is 160.24 g mol⁻¹. For the LUMO energy, the calculation gives -0.542 eV. As for the calculated total energy: -22275.618 eV.

Last column: natural (NBO) charge in e.
CARTESIAN COORDINATES (ANGSTROEM)
S  3.2127  -0.0282  -0.6459  1.42
O  3.6976  -1.2520  -1.2845  -0.86
N  1.1795  0.9531  1.4664  -0.58
N  1.6768  -0.1599  -0.5518  -0.75
C  -0.6810  -0.7187  -1.5892  -0.63
C  -0.6625  -1.5347  0.8771  -0.62
C  -1.8083  0.6001  0.3281  -0.63
C  1.0065  1.8495  0.2963  -0.26
C  0.6669  0.5027  0.1692  0.18
C  -0.7087  -0.3110  -0.0493  -0.03
H  -1.5304  -2.2172  0.8766  0.23
H  0.1492  2.4790  0.4973  0.21
H  -2.0754  1.4627  -0.2852  0.22
H  -0.4015  -1.1949  1.9676  0.21
H  0.2359  -2.0941  0.4057  0.24
H  -0.6791  0.2609  -2.2294  0.21
H  1.9822  2.2363  -0.0847  0.21
H  0.2560  -1.3329  -1.8364  0.25
H  -1.6468  -1.3100  -1.9860  0.22
H  -2.7584  0.0943  0.2777  0.22
H  0.3876  0.9164  2.0051  0.34
H  -1.4988  0.7984  1.3753  0.19

Cartesian forces (eV/Å) of the 6 atoms listed first:
-2.74 -1.77 -0.18
0.64 1.02 0.13
2.05 -0.83 -1.89
2.92 -1.22 -0.32
-1.11 0.01 -1.25
2.44 -0.17 0.22

***

4.
The following is a quantum chemistry calculation of 2 unconnected molecules or ions with the total composition C19H41NO2PS, from the Open Molecules 2025 dataset.

The calculation puts the max |F| at 0.0120 Eh/bohr. Its total charge is +1. As for the frontier orbital gap: 8.4 eV. Its molecular weight is 378.58 g mol⁻¹. For the LUMO energy, the calculation gives -2.406 eV. As for the calculated total energy: -46067.867 eV.

Last column: natural (NBO) charge in e.
CARTESIAN COORDINATES (ANGSTROEM)
S  2.6686  -3.6937  -0.8755  0.23
P  4.5583  -1.5385  -0.2837  1.35
O  -0.8246  0.9714  -0.0874  -0.56
O  -7.3497  1.8310  2.4408  -0.55
N  -4.6337  1.3549  1.5731  -0.84
C  5.2942  0.2768  -2.3097  -0.40
C  3.8856  0.7237  -2.7663  -0.42
C  -6.5133  2.9107  2.0829  -0.07
C  -1.1530  1.0490  1.2939  -0.27
C  3.6176  -2.3030  2.1264  -0.08
C  3.7598  -3.2103  2.8910  -0.13
C  3.6001  -2.3003  -1.5849  -0.91
C  -4.5011  2.6259  3.6480  -0.61
C  -5.0135  2.6201  2.2121  -0.08
C  -0.1129  -0.1794  -0.4653  -0.04
C  -0.2088  -0.3667  -1.9667  -0.43
C  3.5250  -1.2046  1.1720  -0.79
C  2.9046  1.0478  -1.6485  -0.39
C  5.4371  -0.0501  -0.8170  -0.73
C  1.3675  -3.8381  -2.1309  -0.51
C  1.5574  1.5682  -2.1489  -0.41
C  -7.6570  1.7210  3.8177  -0.25
C  0.7019  0.5194  -2.8638  -0.41
C  0.0603  -4.2635  -1.4806  -0.62
H  0.1813  -5.1615  -0.8766  0.22
H  3.9061  -0.2844  1.6211  0.28
H  -0.6598  -4.4968  -2.2651  0.23
H  2.4953  -1.0314  0.8544  0.30
H  1.6760  -4.5668  -2.8780  0.23
H  -4.8032  1.7263  4.1847  0.20
H  -6.7858  3.8073  2.6547  0.17
H  -0.5252  -1.0637  0.0353  0.17
H  -4.8734  1.3933  0.5864  0.36
H  4.2572  -2.6291  -2.3915  0.27
H  -1.2481  -0.2032  -2.2462  0.24
H  1.7751  2.3770  -2.8518  0.21
H  -6.9019  1.1503  4.3644  0.16
H  -4.8721  3.4923  4.1976  0.21
H  5.6060  -0.6002  -2.8791  0.21
H  2.7195  0.1712  -1.0160  0.15
H  1.2444  -2.8757  -2.6275  0.21
H  0.9342  -0.0886  -0.1406  0.13
H  3.3541  1.8058  -1.0002  0.21
H  3.9865  1.6222  -3.3761  0.23
H  3.8755  -4.0344  3.5528  0.25
H  -0.3582  -3.4737  -0.8601  0.22
H  5.1243  0.7718  -0.1759  0.26
H  6.4880  -0.2436  -0.5894  0.28
H  -0.6496  0.2693  1.8708  0.16
H  -0.8432  2.0212  1.6793  0.18
H  5.4824  -2.4953  0.1269  0.04
H  -0.0027  -1.4206  -2.1758  0.19
H  -4.4986  3.4225  1.6740  0.19
H  -3.4115  2.6595  3.6574  0.21
H  0.9952  2.0151  -1.3301  0.24
H  -6.7325  3.1131  1.0314  0.18
H  2.8916  -1.5768  -1.9891  0.28
H  -5.2332  0.6267  1.9533  0.36
H  -2.2318  0.9527  1.4264  0.23
H  6.0279  1.0462  -2.5434  0.24
H  1.3340  -0.1244  -3.4792  0.19
H  -8.6074  1.1955  3.8965  0.19
H  0.0605  1.0448  -3.5700  0.23
H  3.4891  -0.0399  -3.4366  0.20
H  -7.7615  2.7074  4.2794  0.17

Cartesian forces (eV/Å) of the 6 atoms listed first:
0.01 0.16 0.09
-0.10 0.25 0.06
0.04 0.06 -0.17
0.03 -0.05 0.06
-0.13 0.01 -0.07
-0.11 -0.06 -0.02

***

5.
The following is a quantum chemistry calculation of C5H6OS in the gas phase in a non-equilibrium geometry, from the Open Molecules 2025 dataset.

The calculation puts the max |F| at 0.0713 Eh/bohr. Its total charge is 0. As for the frontier orbital gap: 9.0 eV. Its molecular weight is 114.17 g mol⁻¹. For the LUMO energy, the calculation gives 0.935 eV. As for the calculated total energy: -18160.824 eV. The structure (SMILES) is C1=CS[C@H]2C[C@@H]2O1.

Last column: natural (NBO) charge in e.
CARTESIAN COORDINATES (ANGSTROEM)
S  -1.0634  -1.5583  -0.2214  0.29
O  0.2116  1.3923  -0.1796  -0.50
C  0.7484  0.1056  -0.5926  0.06
C  -1.1944  1.2859  0.0197  0.12
C  0.3828  -0.9477  0.4529  -0.49
C  -1.9301  0.0663  -0.0845  -0.49
C  1.8658  -0.6004  -0.0073  -0.39
H  2.4499  -1.3135  -0.6000  0.24
H  -1.4698  2.3156  0.1817  0.21
H  -2.9454  0.0271  0.3435  0.24
H  2.4988  -0.0420  0.7912  0.26
H  0.3478  -0.1655  -1.5835  0.21
H  0.0979  -0.5654  1.4798  0.24

Cartesian forces (eV/Å) of the 6 atoms listed first:
-2.51 -1.02 -0.19
-0.28 -1.14 -0.62
-1.90 2.15 0.58
0.60 -3.28 -0.94
1.52 1.44 1.21
2.35 2.64 0.98

***

Q: Which formula does entry 1 have?
A: C4H10N2O2

***

Q: Among the records above, which one has the highest molecular weight?
A: C19H41NO2PS

***

Q: The lowest calculated total energy belongs to which entry?
A: C19H41NO2PS

***

Repeat the first record exactly.
The following is a quantum chemistry calculation of 2 unconnected molecules or ions with the total composition C4H10N2O2 in a non-equilibrium geometry, from the Open Molecules 2025 dataset.

The calculation puts the max |F| at 0.1368 Eh/bohr. Its total charge is 0. As for the frontier orbital gap: 9.6 eV. Its molecular weight is 118.14 g mol⁻¹. For the LUMO energy, the calculation gives 0.642 eV. As for the calculated total energy: -11385.508 eV. The structure (SMILES) is CC(N)=O.CC(N)=O.

Last column: natural (NBO) charge in e.
CARTESIAN COORDINATES (ANGSTROEM)
O  -1.0612  0.3536  1.0259  -0.64
O  0.0398  -2.0565  -1.6807  -0.61
N  -1.4338  1.2957  3.1012  -0.82
N  0.1763  0.2292  -1.5506  -0.82
C  0.4275  -0.9958  -2.0545  0.68
C  0.9019  1.1651  2.2486  -0.72
C  -0.6761  0.8514  2.0773  0.71
C  1.3251  -1.1056  -3.3141  -0.72
H  0.5192  1.0241  -1.8193  0.38
H  2.2596  -0.4893  -3.1112  0.20
H  1.7503  -2.1329  -3.3410  0.23
H  1.1831  2.0094  1.6530  0.23
H  -1.0678  1.4095  4.0657  0.41
H  1.2988  0.1462  1.9700  0.24
H  -0.4850  0.1850  -0.8012  0.43
H  -2.3692  0.9191  2.9852  0.40
H  0.8652  -0.9165  -4.2785  0.23
H  1.1488  1.3033  3.3171  0.20

Cartesian forces (eV/Å) of the 6 atoms listed first:
-0.58 0.48 1.55
-1.69 -1.33 2.12
-0.92 -0.74 0.52
-2.87 -6.04 2.18
2.03 0.49 -3.54
-2.10 -2.77 1.01